No. 1
Here is one molecule with the formula C6H10O from the Open Molecules 2025 dataset. Energies are from ωB97M-V/def2-TZVPD.

Element x y z (Å)
C  1.186  -1.263  1.126
C  -0.228  -0.739  0.987
C  -0.610  0.655  0.583
C  -0.975  -0.546  -0.296
C  -0.052  -0.035  -1.406
C  0.234  1.232  -0.554
O  -0.341  2.410  -1.080
H  1.557  -1.077  2.140
H  1.882  -0.787  0.429
H  1.220  -2.345  0.951
H  -0.892  -1.110  1.769
H  -1.301  2.286  -1.060
H  -1.242  1.280  1.209
H  -1.951  -0.995  -0.457
H  -0.572  0.237  -2.329
H  0.801  -0.677  -1.657
H  1.284  1.475  -0.357

Computed properties:
Energy above the lowest of the compared OMol25 structures with the same formula, charge and spin (kJ/mol): 132.1
LUMO level (eV): 1.0
Calculated total energy (eV): -8429.8712
Largest force on an atom (eV Å⁻¹): 0.33
SMILES: C[C@@H]1[C@@H]2C[C@@H](O)[C@H]12
Orbital gap (eV): 10.6
HOMO level (eV): -9.55

Atomic partial charges in e from the Löwdin method, atoms 1 to 4:
1. C -0.06
2. C -0.27
3. C -0.14
4. C -0.17


No. 2
Here is a 12-piece molecular cluster, C5H33N3O11 overall in a non-equilibrium geometry from the Open Molecules 2025 dataset. Energies are from ωB97M-V/def2-TZVPD.

Element x y z (Å)
C  -0.748  -2.549  -0.185
C  -0.435  -1.636  1.034
C  -0.372  -0.185  0.703
C  0.613  0.595  0.165
N  0.233  1.902  0.348
C  -0.998  1.979  0.829
N  -1.424  0.701  1.022
N  -1.675  -1.726  -1.104
H  0.212  -2.687  -0.743
H  -1.206  -3.533  0.096
H  0.528  -2.049  1.471
H  -1.155  -1.739  1.873
H  1.574  0.413  -0.264
H  0.866  2.679  0.072
H  -1.459  2.959  0.860
H  -2.252  0.511  1.630
H  -1.164  -0.892  -1.457
H  -2.493  -1.460  -0.572
H  -1.968  -2.205  -1.962
H  -0.258  0.683  -3.400
H  -0.295  -0.775  -3.583
O  -0.784  -0.069  -3.104
H  1.999  1.468  3.214
H  2.790  0.592  2.424
O  2.142  1.303  2.262
H  1.772  0.987  -3.656
H  2.514  -0.421  -3.198
O  1.769  0.169  -3.123
H  0.801  -2.660  4.195
H  1.693  -3.462  3.183
O  1.348  -2.590  3.412
H  3.965  3.215  0.489
H  2.790  2.743  1.340
O  3.005  3.211  0.523
H  4.633  -1.912  2.026
H  4.092  -1.756  3.322
O  4.260  -1.189  2.544
H  -3.609  -3.981  1.139
H  -3.440  -3.580  2.592
O  -3.258  -3.278  1.692
H  -4.556  -0.661  1.323
H  -3.617  -1.586  1.726
O  -3.574  -0.613  1.466
H  -4.539  -1.659  -2.466
H  -3.499  -0.756  -3.278
O  -3.632  -1.347  -2.528
H  3.720  2.643  -3.111
H  2.375  2.937  -2.556
O  2.793  2.502  -3.300
H  -1.021  3.605  -1.953
H  0.378  4.007  -2.384
O  -0.096  3.525  -1.697

Computed properties:
Energy above the lowest of the compared OMol25 structures with the same formula, charge and spin (kJ/mol): 177.9
LUMO level (eV): -5.1
Calculated total energy (eV): -32699.8551
Net charge: +2
Largest force on an atom (eV Å⁻¹): 3.68
Orbital gap (eV): 10.2
HOMO level (eV): -15.28

Atomic partial charges in e from the Löwdin method, atoms 1 to 4:
1. C -0.09
2. C -0.12
3. C -0.21
4. C -0.01


No. 3
Here is a 2-piece molecular cluster, CH6N2O overall in a non-equilibrium geometry from the Open Molecules 2025 dataset. Energies are from ωB97M-V/def2-TZVPD.

Element x y z (Å)
N  1.285  -1.146  0.174
C  0.334  -0.792  -0.735
N  0.125  0.365  -1.232
H  1.813  -0.359  0.543
H  1.278  -1.986  0.752
H  -0.367  -1.582  -0.977
H  0.848  1.066  -1.145
H  -1.439  0.830  0.624
H  -1.939  2.217  0.753
O  -1.938  1.388  1.244

Computed properties:
Energy above the lowest of the compared OMol25 structures with the same formula, charge and spin (kJ/mol): 37.5
Spin multiplicity: 2
LUMO level (alpha / beta) (eV): 4.5 / 4.3
Calculated total energy (eV): -6160.4767
Net charge: -1
Largest force on an atom (eV Å⁻¹): 1.53
Orbital gap (alpha / beta) (eV): 3.3 / 9.4
HOMO level (alpha / beta) (eV): 1.22 / -5.07

Atomic partial charges in e from the Löwdin method, atoms 1 to 4:
1. N -0.10
2. C -0.67
3. N -0.02
4. H -0.03


No. 4
Here is C6H24KO6 as an isolated structure in a non-equilibrium geometry from the Open Molecules 2025 dataset. Energies are from ωB97M-V/def2-TZVPD.

Element x y z (Å)
K  2.771  11.580  -12.589
C  0.390  10.624  -13.332
O  1.297  11.544  -13.907
H  0.935  9.709  -13.101
H  0.009  11.021  -12.391
H  -0.441  10.393  -13.998
H  0.985  11.799  -14.778
C  4.632  9.660  -13.078
O  3.243  9.657  -13.129
H  5.069  10.510  -13.603
H  5.116  9.666  -12.102
H  4.914  8.719  -13.550
H  2.796  8.853  -12.855
C  2.106  10.760  -10.195
O  1.420  11.496  -11.212
H  1.475  10.188  -9.514
H  2.714  9.950  -10.599
H  2.678  11.487  -9.618
H  1.014  12.274  -10.823
C  2.886  13.549  -10.624
O  2.519  13.366  -11.967
H  3.942  13.312  -10.499
H  2.697  14.562  -10.269
H  2.275  12.832  -10.075
H  2.749  14.167  -12.443
C  5.279  12.397  -11.909
O  4.332  11.563  -11.242
H  5.660  13.279  -11.394
H  6.087  11.765  -12.276
H  4.868  12.810  -12.830
H  4.650  11.543  -10.337
C  3.365  11.171  -15.428
O  3.981  11.733  -14.280
H  2.542  10.484  -15.228
H  2.926  11.967  -16.030
H  4.074  10.590  -16.018
H  4.769  12.124  -14.662

Computed properties:
Energy above the lowest of the compared OMol25 structures with the same formula, charge and spin (kJ/mol): 1451.0
LUMO level (eV): -2.6
Calculated total energy (eV): -35202.7207
Net charge: +1
Largest force on an atom (eV Å⁻¹): 9.26
Orbital gap (eV): 10.4
HOMO level (eV): -13.00

Atomic partial charges in e from the Löwdin method, atoms 1 to 4:
1. K 1.01
2. C -0.10
3. O -0.29
4. H 0.09


No. 5
Here is C49H33BF5N3O9S4TeTi as an isolated structure in a non-equilibrium geometry from the Open Molecules 2025 dataset. Energies are from ωB97M-V/def2-TZVPD.

Element x y z (Å)
Ti  0.132  -1.534  0.083
O  2.088  -0.841  3.164
S  1.010  -1.013  2.229
O  0.799  -2.426  1.769
O  -0.274  -0.488  2.659
O  1.314  -0.373  0.855
C  -5.280  3.456  -0.521
C  -4.247  2.374  -0.367
C  -4.544  1.052  -0.618
C  -3.591  0.033  -0.481
C  -3.914  -1.364  -0.763
O  -3.096  -2.251  -0.917
C  -5.376  -1.688  -0.917
C  -6.332  -1.353  0.036
C  -7.659  -1.694  -0.163
C  -8.043  -2.363  -1.313
C  -7.091  -2.713  -2.257
C  -5.764  -2.387  -2.053
C  -2.254  0.356  -0.105
O  -1.327  -0.527  -0.007
C  -1.973  1.729  0.158
C  -2.944  2.695  0.034
C  -0.574  2.075  0.531
N  0.361  2.245  -0.311
C  0.185  2.100  -1.726
C  0.233  3.485  -2.340
Te  1.705  4.643  -1.253
C  0.486  5.262  0.384
C  -0.840  5.633  0.222
C  -1.596  6.035  1.310
C  -1.025  6.089  2.570
C  0.305  5.743  2.733
C  1.053  5.327  1.648
C  -0.268  2.231  1.957
C  1.064  2.165  2.362
C  1.388  2.262  3.699
C  0.391  2.440  4.643
C  -0.933  2.506  4.245
C  -1.268  2.393  2.911
H  -6.194  3.062  -0.964
H  -4.906  4.264  -1.150
H  -5.534  3.889  0.448
H  -5.538  0.793  -0.957
H  -6.033  -0.833  0.935
H  -8.401  -1.426  0.578
H  -9.081  -2.622  -1.470
H  -7.385  -3.232  -3.158
H  -5.007  -2.662  -2.771
H  -2.691  3.724  0.253
H  -0.740  1.577  -2.021
H  1.045  1.514  -2.066
H  -0.732  3.980  -2.265
H  0.530  3.456  -3.382
H  -1.291  5.605  -0.762
H  -2.634  6.309  1.174
H  -1.617  6.401  3.418
H  0.758  5.785  3.713
H  2.087  5.045  1.783
H  1.822  1.984  1.618
H  2.418  2.166  4.003
H  0.640  2.511  5.694
H  -1.712  2.630  4.985
H  -2.308  2.413  2.611
O  1.611  -0.805  -2.824
B  0.578  -1.167  -1.952
O  -0.591  -1.303  -2.730
C  -0.266  -1.056  -4.014
C  -1.047  -1.078  -5.153
C  -0.420  -0.768  -6.355
C  0.929  -0.446  -6.406
C  1.721  -0.428  -5.265
C  1.104  -0.741  -4.071
H  -2.093  -1.343  -5.106
H  -0.992  -0.790  -7.273
H  1.381  -0.212  -7.360
H  2.773  -0.192  -5.310
S  7.229  0.453  -0.734
C  6.037  -0.615  -0.318
S  4.532  -0.787  -1.189
C  4.067  -2.128  -0.042
N  4.974  -2.290  0.858
N  6.050  -1.473  0.733
C  7.008  -1.574  1.751
C  6.567  -1.956  3.020
C  7.473  -2.117  4.048
C  8.827  -1.897  3.840
C  9.261  -1.514  2.583
C  8.367  -1.352  1.541
S  2.729  -3.071  -0.315
H  5.511  -2.112  3.176
H  7.125  -2.417  5.025
H  9.536  -2.032  4.647
H  10.315  -1.346  2.409
H  8.719  -1.040  0.572
F  0.866  -8.302  -0.014
C  0.509  -6.997  -0.088
C  0.799  -6.255  -1.228
F  1.436  -6.856  -2.253
C  0.401  -4.934  -1.305
F  0.644  -4.212  -2.418
C  -0.293  -4.286  -0.254
O  -0.679  -3.075  -0.351
C  -0.575  -5.082  0.880
F  -1.286  -4.512  1.870
C  -0.173  -6.401  0.969
F  -0.459  -7.139  2.064

Computed properties:
Energy above the lowest of the compared OMol25 structures with the same formula, charge and spin (kJ/mol): 230.5
LUMO level (eV): 3.5
Calculated total energy (eV): -162265.0675
Net charge: -2
Largest force on an atom (eV Å⁻¹): 3.26
Orbital gap (eV): 5.9
HOMO level (eV): -2.32

Atomic partial charges in e from the Löwdin method, atoms 1 to 4:
1. Ti 0.94
2. O -0.27
3. S 0.32
4. O -0.40


No. 6
Here is a 2-piece molecular cluster, C5H13NO overall in a non-equilibrium geometry from the Open Molecules 2025 dataset. Energies are from ωB97M-V/def2-TZVPD.

Element x y z (Å)
C  1.541  -2.154  2.109
C  0.500  -1.765  1.060
O  -0.256  -0.829  1.394
N  0.420  -2.331  -0.123
H  2.070  -1.234  2.357
H  2.186  -2.938  1.725
H  -0.083  -1.916  -0.909
H  1.054  -3.081  -0.294
H  1.010  -2.467  3.008
C  -0.943  1.786  -0.381
C  0.511  1.944  -0.885
C  -1.941  1.338  -1.464
H  -1.016  1.101  0.474
H  -1.231  2.741  0.070
H  0.445  2.788  -1.568
H  0.938  1.014  -1.240
H  -1.785  0.266  -1.623
H  -2.953  1.630  -1.244
H  1.095  2.362  -0.061
H  -1.562  1.744  -2.404

Computed properties:
Energy above the lowest of the compared OMol25 structures with the same formula, charge and spin (kJ/mol): 153.1
Spin multiplicity: 2
LUMO level (alpha / beta) (eV): -4.2 / -9.1
Calculated total energy (eV): -8924.1639
Net charge: +1
Largest force on an atom (eV Å⁻¹): 2.08
Orbital gap (alpha / beta) (eV): 10.4 / 5.3
HOMO level (alpha / beta) (eV): -14.57 / -14.46

Atomic partial charges in e from the Löwdin method, atoms 1 to 4:
1. C 0.09
2. C -0.40
3. O 0.32
4. N 0.28


No. 7
Here is C6H13N5O2 as an isolated structure in a non-equilibrium geometry from the Open Molecules 2025 dataset. Energies are from ωB97M-V/def2-TZVPD.

Element x y z (Å)
C  -3.247  -1.617  -0.483
C  -3.482  -0.343  0.159
C  -4.904  -0.089  0.669
C  -0.128  0.737  -0.234
C  3.227  0.232  -0.671
C  3.435  -0.702  0.358
H  -4.327  -1.939  -0.439
H  -2.383  -2.199  -0.106
H  -3.304  -1.310  -1.497
H  -4.902  -0.506  2.016
H  -5.776  -0.787  -0.058
H  -5.184  1.140  0.873
H  -1.426  -0.487  -1.499
H  0.208  2.360  1.124
H  -1.444  2.493  0.360
H  2.067  2.135  -0.774
H  2.772  -0.555  -1.616
H  4.110  1.017  -0.873
H  1.785  -1.228  -0.463
N  -2.473  0.497  0.210
N  -1.409  0.086  -0.493
N  -0.324  2.074  0.153
N  1.040  0.313  -0.418
N  2.096  1.228  -0.145
O  2.471  -1.629  0.106
O  4.515  -0.725  1.020

Computed properties:
Energy above the lowest of the compared OMol25 structures with the same formula, charge and spin (kJ/mol): 527.4
LUMO level (eV): 0.4
Calculated total energy (eV): -17969.4309
Largest force on an atom (eV Å⁻¹): 7.25
Orbital gap (eV): 8.8
HOMO level (eV): -8.46

Atomic partial charges in e from the Löwdin method, atoms 1 to 4:
1. C -0.09
2. C -0.48
3. C -0.10
4. C -0.44


No. 8
Here is a 2-piece molecular cluster, C4H7NO2 overall from the Open Molecules 2025 dataset. Energies are from ωB97M-V/def2-TZVPD.

Element x y z (Å)
C  0.379  1.758  -0.424
C  -0.024  0.298  -0.549
C  0.602  -0.480  0.570
N  -0.238  -0.940  1.407
C  -1.534  -0.589  0.896
O  -2.586  -0.847  1.389
O  -1.404  0.112  -0.276
H  0.276  2.067  0.621
H  -0.256  2.391  -1.046
H  1.424  1.884  -0.727
H  0.195  -0.106  -1.546
H  1.679  -0.602  0.679
H  0.946  -2.423  -0.835
H  0.547  -2.551  -0.222

Computed properties:
Energy above the lowest of the compared OMol25 structures with the same formula, charge and spin (kJ/mol): 182.3
LUMO level (eV): 0.2
Calculated total energy (eV): -9845.3899
Largest force on an atom (eV Å⁻¹): 0.49
SMILES: C[C@H]1C=NC(=O)O1.[H][H]
Orbital gap (eV): 11.0
HOMO level (eV): -10.84

Atomic partial charges in e from the Löwdin method, atoms 1 to 4:
1. C -0.02
2. C -0.36
3. C -0.17
4. N 0.16


Question: What is the energy above the lowest of the compared OMol25 structures with the same formula, charge and spin in the first record?
Answer: 132.1 kJ/mol